(1)
Here is a molecular structure, C2HFN2O2 from the Open Molecules 2025 dataset. Energies are from ωB97M-V with the def2-TZVPD basis set.

Cartesian coordinates (Å):
C  1.345  0.579  0.098
C  0.416  -0.437  -0.060
N  2.163  1.329  0.303
N  0.248  -1.217  1.113
O  -0.022  -0.481  2.045
O  0.448  -2.373  1.273
F  1.212  -1.470  -1.111
H  -0.601  -0.161  -0.411

***

(2)
Here is 14 unconnected molecules or ions with the total composition C56H112O26 from the Open Molecules 2025 dataset. Energies are from ωB97M-V with the def2-TZVPD basis set.

Cartesian coordinates (Å):
C  -1.165  -4.134  -5.401
C  -1.151  -5.289  -6.405
O  -1.171  -6.579  -5.806
C  -0.120  -7.386  -6.001
O  0.907  -7.112  -6.526
O  -0.463  -8.542  -5.428
C  0.533  -9.549  -5.553
H  -1.312  -3.332  -6.127
H  -0.267  -4.093  -4.797
H  -2.057  -4.264  -4.789
H  -0.299  -5.188  -7.086
H  -1.986  -5.269  -7.111
H  0.866  -9.704  -6.578
H  0.096  -10.479  -5.195
H  1.398  -9.341  -4.922
C  -2.709  5.249  6.401
C  -1.971  4.005  5.934
O  -0.600  4.172  6.196
C  0.223  3.137  5.979
O  -0.069  2.092  5.483
O  1.432  3.399  6.454
C  1.779  4.542  7.208
H  -2.449  6.072  5.733
H  -2.531  5.415  7.461
H  -3.788  5.142  6.262
H  -2.215  3.800  4.891
H  -2.380  3.157  6.497
H  2.863  4.619  7.240
H  1.449  4.473  8.245
H  1.377  5.435  6.731
C  -1.046  2.180  -2.808
C  0.256  2.933  -2.458
O  -0.065  4.325  -2.440
C  0.915  5.203  -2.409
O  2.099  4.969  -2.384
O  0.367  6.417  -2.342
C  1.229  7.539  -2.168
H  -1.816  2.136  -2.041
H  -0.752  1.136  -2.947
H  -1.489  2.460  -3.763
H  0.992  2.702  -3.225
H  0.612  2.582  -1.490
H  1.862  7.441  -1.286
H  0.578  8.401  -2.086
H  1.905  7.604  -3.021
C  -3.871  -2.350  0.708
C  -3.695  -1.271  1.744
O  -3.412  0.013  1.203
C  -4.371  0.647  0.532
O  -5.483  0.259  0.352
O  -3.899  1.863  0.241
C  -4.836  2.694  -0.426
H  -4.708  -2.169  0.039
H  -3.908  -3.307  1.232
H  -2.954  -2.408  0.111
H  -2.908  -1.553  2.444
H  -4.585  -1.167  2.376
H  -5.075  2.321  -1.422
H  -4.393  3.679  -0.568
H  -5.749  2.881  0.140
C  -4.617  8.025  3.014
C  -3.469  7.059  3.191
O  -3.421  6.215  2.040
C  -2.428  5.320  2.003
O  -1.678  5.056  2.901
O  -2.534  4.716  0.832
C  -1.640  3.719  0.359
H  -4.606  8.597  2.085
H  -4.708  8.752  3.819
H  -5.519  7.410  2.953
H  -3.653  6.451  4.078
H  -2.495  7.544  3.281
H  -1.554  2.917  1.091
H  -0.685  4.172  0.085
H  -2.052  3.357  -0.573
C  -0.452  0.498  2.670
C  0.323  0.460  1.376
O  -0.184  -0.626  0.595
C  0.106  -0.788  -0.674
O  0.861  -0.076  -1.292
O  -0.612  -1.815  -1.118
C  -0.626  -2.015  -2.520
H  -1.485  0.806  2.497
H  -0.004  1.342  3.200
H  -0.421  -0.402  3.277
H  1.373  0.274  1.628
H  0.336  1.401  0.824
H  -1.368  -2.716  -2.890
H  0.357  -2.217  -2.938
H  -0.950  -1.088  -3.006
C  1.743  -4.762  -2.846
C  2.549  -3.663  -2.171
C  3.994  -4.160  -2.418
O  3.930  -4.782  -3.688
C  2.580  -4.990  -4.113
H  0.679  -4.594  -2.992
H  1.814  -5.660  -2.226
H  2.260  -3.685  -1.117
H  2.468  -2.646  -2.556
H  4.189  -4.912  -1.644
H  4.748  -3.374  -2.415
H  2.511  -6.022  -4.457
H  2.265  -4.334  -4.928
C  2.389  3.873  1.104
C  1.447  4.332  2.185
C  2.400  4.799  3.270
O  3.451  3.819  3.210
C  3.490  3.175  1.939
H  2.864  4.777  0.706
H  1.955  3.307  0.283
H  0.833  3.461  2.437
H  0.760  5.130  1.898
H  1.942  4.794  4.260
H  2.774  5.812  3.102
H  3.242  2.129  2.140
H  4.459  3.291  1.454
C  4.554  -2.575  1.117
C  5.575  -1.896  2.027
C  4.829  -0.619  2.485
O  3.666  -0.536  1.669
C  3.239  -1.875  1.411
H  4.449  -3.643  1.322
H  4.754  -2.423  0.059
H  6.477  -1.571  1.502
H  6.010  -2.482  2.837
H  5.445  0.275  2.413
H  4.432  -0.695  3.505
H  2.580  -1.875  0.540
H  2.631  -2.255  2.239
C  2.978  -0.914  -6.790
C  3.407  -1.197  -5.372
C  2.194  -0.617  -4.681
O  1.090  -1.189  -5.380
C  1.550  -1.507  -6.700
H  3.524  -1.405  -7.596
H  2.846  0.148  -6.999
H  4.315  -0.790  -4.921
H  3.509  -2.262  -5.138
H  2.120  0.474  -4.770
H  2.068  -0.825  -3.614
H  0.836  -1.222  -7.475
H  1.619  -2.600  -6.803
C  5.094  0.199  -1.315
C  4.313  1.444  -0.978
C  3.729  1.730  -2.352
O  4.820  1.424  -3.249
C  5.720  0.463  -2.691
H  4.464  -0.693  -1.415
H  5.744  -0.004  -0.458
H  5.044  2.205  -0.698
H  3.482  1.354  -0.281
H  3.528  2.790  -2.511
H  2.825  1.160  -2.577
H  6.653  1.021  -2.564
H  5.831  -0.470  -3.243
C  -1.087  -4.771  3.863
C  -0.845  -4.993  2.356
C  -0.241  -3.610  2.026
O  0.667  -3.418  3.090
C  0.073  -3.884  4.304
H  -1.205  -5.685  4.447
H  -2.015  -4.211  4.005
H  -1.811  -5.019  1.848
H  -0.190  -5.835  2.164
H  -0.962  -2.794  1.915
H  0.211  -3.674  1.032
H  -0.274  -3.019  4.878
H  0.889  -4.372  4.841
C  -2.557  -1.685  7.580
C  -1.884  -0.597  6.747
C  -2.599  -0.670  5.420
O  -2.988  -2.026  5.281
C  -3.337  -2.550  6.545
H  -3.292  -1.350  8.322
H  -1.877  -2.222  8.244
H  -0.862  -0.939  6.576
H  -1.894  0.363  7.257
H  -1.951  -0.336  4.617
H  -3.537  -0.097  5.392
H  -3.067  -3.603  6.647
H  -4.429  -2.502  6.626
C  -4.273  -1.540  -3.150
C  -3.773  -1.726  -4.591
C  -4.725  -0.730  -5.307
O  -4.803  0.373  -4.432
C  -4.626  -0.026  -3.080
H  -3.531  -1.852  -2.415
H  -5.153  -2.174  -3.029
H  -3.976  -2.722  -4.987
H  -2.720  -1.483  -4.719
H  -5.719  -1.171  -5.457
H  -4.410  -0.513  -6.329
H  -5.446  0.046  -2.371
H  -3.675  0.393  -2.744

***

(3)
Here is a single C4H8N2O2 molecule from the Open Molecules 2025 dataset. Energies are from ωB97M-V with the def2-TZVPD basis set.

Cartesian coordinates (Å):
C  -0.988  1.350  0.032
N  -1.804  0.368  -0.368
N  -1.257  -0.926  -0.281
C  -0.359  -1.313  0.675
C  0.937  -1.432  0.014
O  1.381  -0.293  -0.757
C  1.444  0.807  0.177
O  0.324  1.663  0.189
H  -1.444  2.477  0.415
H  -2.190  -1.529  -0.303
H  -0.266  -0.554  1.489
H  -0.884  -2.146  1.149
H  1.800  -1.618  0.686
H  0.738  -2.091  -0.849
H  2.392  1.584  -0.087
H  1.439  0.354  1.199

Summary:
SMILES	C1=N\NCCOCO/1

***

(4)
Here is 17 unconnected molecules or ions with the total composition C62H165N7O24 from the Open Molecules 2025 dataset. Energies are from ωB97M-V with the def2-TZVPD basis set.

Cartesian coordinates (Å):
C  -8.888  -1.927  -3.379
C  -7.882  -0.757  -3.180
O  -6.879  -1.055  -2.293
H  -8.244  -2.825  -3.555
H  -9.404  -1.638  -4.261
H  -9.620  -1.909  -2.584
H  -8.456  0.117  -2.710
H  -7.493  -0.456  -4.109
H  -6.892  -2.016  -2.080
C  -7.172  -4.676  0.955
C  -7.811  -3.776  -0.060
O  -6.918  -3.566  -1.160
H  -6.833  -5.604  0.523
H  -7.885  -4.936  1.774
H  -6.328  -4.098  1.351
H  -7.922  -2.749  0.275
H  -8.792  -4.150  -0.362
H  -6.831  -4.376  -1.675
C  0.084  -3.550  0.349
C  -0.534  -2.469  1.234
O  -0.281  -2.731  2.590
H  1.164  -3.513  0.452
H  -0.189  -3.451  -0.744
H  -0.324  -4.482  0.783
H  -1.633  -2.488  1.093
H  -0.192  -1.506  0.867
H  0.677  -2.888  2.691
C  -3.501  1.678  -6.163
C  -2.122  2.275  -5.870
O  -2.187  3.610  -5.289
H  -4.049  1.510  -5.247
H  -3.366  0.700  -6.537
H  -4.086  2.296  -6.822
H  -1.599  2.362  -6.830
H  -1.454  1.664  -5.222
H  -2.478  3.553  -4.358
C  0.886  4.956  -5.534
C  1.369  3.882  -6.504
O  0.986  2.619  -6.041
H  1.203  4.820  -4.493
H  -0.198  4.997  -5.508
H  1.343  5.944  -5.772
H  2.448  3.971  -6.618
H  0.961  4.071  -7.486
H  1.212  2.577  -5.095
C  -1.820  -8.522  -2.263
C  -2.788  -7.804  -1.345
O  -3.129  -8.563  -0.219
H  -0.980  -8.853  -1.629
H  -1.402  -7.860  -3.041
H  -2.240  -9.412  -2.737
H  -3.706  -7.694  -1.926
H  -2.365  -6.903  -0.950
H  -3.694  -9.274  -0.576
C  -2.648  -3.250  -4.231
C  -3.235  -1.900  -4.620
O  -4.073  -1.958  -5.776
H  -2.340  -3.695  -5.174
H  -3.498  -3.886  -3.851
H  -1.805  -3.192  -3.521
H  -2.424  -1.196  -4.807
H  -3.937  -1.473  -3.871
H  -3.627  -2.244  -6.575
C  0.975  -1.215  -4.950
C  1.822  -0.629  -3.720
O  1.641  0.752  -3.441
H  1.343  -0.699  -5.820
H  -0.109  -1.016  -4.945
H  1.131  -2.289  -5.067
H  2.830  -0.843  -3.984
H  1.614  -1.177  -2.805
H  0.875  0.904  -2.838
C  -2.105  3.736  2.473
C  -3.199  4.255  1.578
O  -3.340  3.308  0.453
H  -1.856  4.524  3.182
H  -1.232  3.366  1.905
H  -2.414  2.873  3.074
H  -2.928  5.258  1.155
H  -4.101  4.313  2.131
H  -4.230  3.391  0.032
C  6.927  -3.262  -4.443
C  5.520  -3.844  -4.336
O  4.590  -2.976  -3.690
H  7.630  -4.095  -4.584
H  7.231  -2.724  -3.606
H  7.159  -2.613  -5.281
H  5.516  -4.726  -3.707
H  5.187  -4.100  -5.320
H  4.475  -2.237  -4.289
C  3.525  -2.281  3.915
O  2.192  -2.695  3.908
C  1.826  -3.589  4.973
C  0.643  -4.472  4.705
N  0.986  -5.378  3.610
C  0.714  -6.797  3.732
C  -0.688  -7.220  4.127
O  -0.854  -6.903  5.490
C  -2.133  -7.288  5.970
H  3.662  -1.568  3.152
H  4.101  -3.204  3.697
H  3.811  -1.807  4.818
H  1.560  -2.959  5.849
H  2.751  -4.129  5.255
H  -0.221  -3.853  4.493
H  0.483  -5.032  5.668
H  0.642  -5.072  2.719
H  1.340  -7.170  4.526
H  1.022  -7.317  2.812
H  -0.730  -8.349  3.997
H  -1.417  -6.725  3.500
H  -2.195  -7.029  7.025
H  -2.263  -8.332  5.813
H  -2.962  -6.709  5.542
C  1.275  1.237  3.258
O  1.841  1.231  4.557
C  2.617  2.471  4.703
C  3.349  2.427  6.054
N  2.465  1.983  7.144
C  1.226  2.811  7.289
C  0.309  2.211  8.309
O  -0.916  2.842  8.258
C  -1.954  2.235  9.001
H  0.511  0.482  3.226
H  2.029  1.045  2.459
H  0.671  2.144  3.101
H  1.912  3.328  4.691
H  3.207  2.592  3.794
H  3.763  3.407  6.180
H  4.279  1.766  6.074
H  2.313  1.013  6.990
H  0.680  3.076  6.344
H  1.592  3.774  7.637
H  0.781  2.141  9.329
H  0.174  1.110  8.057
H  -1.782  2.412  10.067
H  -1.966  1.149  9.014
H  -2.937  2.594  8.688
C  -6.148  1.005  1.156
O  -5.832  0.593  2.467
C  -4.579  1.164  2.816
C  -4.119  0.596  4.166
N  -4.115  -0.866  4.318
C  -3.238  -1.496  3.299
C  -3.270  -2.981  3.414
O  -4.482  -3.550  2.951
C  -4.616  -4.823  3.472
H  -7.112  0.618  0.806
H  -5.426  0.785  0.434
H  -6.335  2.040  1.144
H  -4.632  2.270  2.896
H  -3.840  0.953  2.009
H  -4.868  0.935  4.878
H  -3.111  0.981  4.290
H  -5.092  -1.176  4.064
H  -2.203  -1.170  3.466
H  -3.557  -1.343  2.269
H  -3.054  -3.365  4.409
H  -2.342  -3.349  2.890
H  -4.953  -4.747  4.544
H  -3.758  -5.478  3.286
H  -5.464  -5.267  2.951
C  10.136  -0.040  -1.570
O  9.157  0.728  -2.236
C  8.890  0.397  -3.592
C  7.629  1.087  -3.857
N  6.572  0.482  -3.074
C  5.246  0.742  -3.662
C  4.775  2.210  -3.642
O  4.869  2.712  -2.323
C  4.278  3.970  -2.199
H  10.325  0.431  -0.606
H  11.126  -0.058  -1.980
H  9.663  -1.011  -1.427
H  8.787  -0.660  -3.761
H  9.656  0.843  -4.226
H  7.457  1.044  -4.925
H  7.812  2.152  -3.716
H  6.560  0.844  -2.114
H  4.513  0.182  -3.129
H  5.214  0.320  -4.697
H  3.725  2.270  -3.977
H  5.303  2.846  -4.337
H  4.935  4.754  -2.546
H  4.075  4.114  -1.137
H  3.336  4.023  -2.807
C  6.445  -1.826  0.281
O  6.256  -1.026  1.428
C  6.936  0.235  1.219
C  6.593  1.153  2.365
N  7.311  2.390  2.061
C  7.037  3.518  3.007
C  6.045  4.545  2.440
O  4.778  3.980  2.357
C  3.787  4.948  2.065
H  7.497  -2.058  0.028
H  5.973  -1.378  -0.612
H  5.983  -2.827  0.493
H  6.518  0.633  0.298
H  8.067  0.086  1.047
H  6.741  0.780  3.343
H  5.523  1.451  2.352
H  8.296  2.154  2.127
H  7.988  4.050  3.119
H  6.767  3.282  4.086
H  6.434  4.870  1.481
H  6.021  5.424  3.100
H  2.842  4.542  2.361
H  3.799  5.339  1.022
H  3.859  5.813  2.782
C  -0.011  6.257  0.383
O  -1.229  6.574  -0.285
C  -1.103  6.784  -1.691
C  -1.171  5.556  -2.542
N  -2.442  4.761  -2.359
C  -3.679  5.524  -2.678
C  -4.742  4.592  -3.143
O  -5.248  3.857  -2.047
C  -6.156  2.794  -2.350
H  0.823  6.998  0.180
H  0.346  5.243  0.125
H  -0.262  6.347  1.458
H  -0.182  7.328  -1.906
H  -1.932  7.415  -1.979
H  -0.306  4.863  -2.349
H  -1.123  5.868  -3.560
H  -2.414  4.494  -1.394
H  -3.484  6.312  -3.377
H  -4.008  6.108  -1.825
H  -4.345  3.915  -3.899
H  -5.538  5.127  -3.653
H  -7.072  3.140  -2.815
H  -6.458  2.292  -1.403
H  -5.727  2.035  -3.021
C  3.324  0.650  -0.387
O  1.892  0.770  -0.123
C  1.297  1.988  -0.454
C  -0.163  1.816  -0.607
N  -0.458  0.967  -1.783
C  -1.845  0.998  -2.200
C  -2.870  0.289  -1.296
O  -2.515  -1.116  -1.253
C  -3.516  -1.923  -0.561
H  3.920  1.446  -0.081
H  3.463  0.427  -1.424
H  3.698  -0.199  0.211
H  1.776  2.339  -1.381
H  1.460  2.815  0.295
H  -0.560  2.802  -0.801
H  -0.670  1.479  0.284
H  -0.210  -0.015  -1.580
H  -1.953  0.591  -3.219
H  -2.133  2.082  -2.287
H  -3.861  0.403  -1.789
H  -2.862  0.682  -0.299
H  -4.294  -1.372  -0.001
H  -3.113  -2.614  0.163
H  -4.109  -2.437  -1.360

***

(5)
Here is 2 unconnected molecules or ions with the total composition C5H14NP from the Open Molecules 2025 dataset. Energies are from ωB97M-V with the def2-TZVPD basis set.

Cartesian coordinates (Å):
C  -0.389  1.437  -1.259
P  -0.081  -0.109  -0.955
C  1.639  -0.074  -1.398
C  2.522  0.220  -0.163
C  2.548  -0.983  0.834
H  0.295  2.104  -1.665
H  -1.334  1.897  -1.035
H  1.848  0.649  -2.221
H  1.947  -1.048  -1.749
H  3.564  0.254  -0.448
H  2.195  1.084  0.423
H  2.845  -1.839  0.361
H  3.181  -0.875  1.720
H  1.623  -1.155  1.312
C  -2.900  0.311  1.066
N  -3.926  -0.691  0.666
H  -2.015  -0.398  1.320
H  -2.757  0.932  0.165
H  -3.357  0.859  1.836
H  -3.928  -1.369  1.409
H  -3.521  -1.205  -0.221

Summary:
SMILES	C=PCCC.CN

***

Listing frontier orbital gap for the structures above in their given order: 11.172; 9.718; 9.024; 8.612; 9.539 eV.
Listing energy for the structures above in their given order: -11877.2064; -113119.7272; -11348.0557; -126526.4528; -16188.4450 eV.
Listing molecular weight for the structures above in their given order: 104.04; 1201.49; 116.12; 1393.03; 119.15 g/mol.